C31H39AsN4O2RuS5 | wB97M-V/def2-TZVPD

```
83
Properties=species:S:1:pos:R:3
Ru -0.703 0.068 0.226
S -1.623 -5.528 -1.176
C -1.626 -7.155 -1.658
C -0.434 -7.535 -2.231
C 0.499 -6.499 -2.283
C 0.028 -5.311 -1.749
C 0.693 -4.052 -1.591
C -0.012 -2.966 -1.010
N 0.511 -1.797 -0.759
C 1.800 -1.563 -1.086
C 2.597 -2.564 -1.707
C 3.951 -2.251 -2.041
C 4.479 -1.033 -1.779
C 3.716 -0.016 -1.130
C 4.232 1.244 -0.824
C 3.448 2.195 -0.165
C 2.129 1.791 0.172
N 1.623 0.624 -0.128
C 2.368 -0.293 -0.780
C 3.927 3.506 0.164
C 3.217 4.594 0.659
C 4.000 5.734 0.815
C 5.319 5.526 0.461
S 5.611 3.953 -0.082
C 2.020 -3.813 -1.953
H -2.499 -7.757 -1.490
H -0.257 -8.530 -2.599
H 1.482 -6.619 -2.701
H -1.049 -3.103 -0.728
H 4.553 -3.005 -2.524
H 5.498 -0.808 -2.050
H 5.247 1.481 -1.106
H 1.491 2.446 0.756
H 2.166 4.576 0.889
H 3.633 6.681 1.168
H 6.113 6.249 0.505
H 2.613 -4.589 -2.410
C -1.476 1.354 4.618
C -0.024 0.928 4.479
S 0.497 0.508 2.761
C 0.845 -1.280 2.881
C -0.379 -2.134 3.111
S -1.552 -2.061 1.701
C -3.126 -1.700 2.554
C -3.245 -0.252 3.001
S -2.645 -0.042 4.730
H -1.787 2.004 3.801
H -1.597 1.886 5.564
H 0.203 0.074 5.114
H 0.625 1.755 4.768
H 1.566 -1.422 3.685
H 1.323 -1.520 1.927
H -0.926 -1.833 4.004
H -0.088 -3.180 3.209
H -3.207 -2.389 3.395
H -3.898 -1.956 1.828
H -4.293 0.046 3.016
H -2.680 0.413 2.327
C -2.856 0.451 -5.089
O -1.737 0.557 -4.207
C -1.802 0.302 -2.923
O -0.807 0.449 -2.228
N -2.995 -0.080 -2.381
N -3.047 -0.422 -1.013
H -2.438 0.576 -6.087
H -3.574 1.256 -4.905
H -3.341 -0.527 -5.028
H -3.799 -0.287 -2.965
H -3.248 -1.420 -0.907
H -3.790 0.115 -0.560
C -1.135 3.809 1.618
As -1.370 2.579 0.090
C -3.240 3.038 -0.296
C -0.520 3.589 -1.352
H -0.989 4.823 1.243
H -0.293 3.538 2.256
H -2.044 3.806 2.223
H -3.335 4.128 -0.320
H -3.911 2.652 0.474
H -3.538 2.645 -1.269
H -0.847 4.629 -1.322
H -0.809 3.159 -2.310
H 0.567 3.554 -1.286
```

Lowest unoccupied orbital energy (alpha / beta)   -7.95 / -10.87 eV
Kohn-Sham gap (alpha / beta)   6.5 / 3.6 eV
E_tot   -5894.82589 hartree
HOMO energy (alpha / beta)   -14.5 / -14.5 eV
Expectation value of S²   8.7604
Multiplicity   6
Charge   +3



C31H39BCoN7O2S | wB97M-V/def2-TZVPD

```
82
Properties=species:S:1:pos:R:3
Co -0.923 -0.903 0.136
S 5.622 -0.930 -0.766
C 3.884 -0.909 -0.719
C 3.279 -0.979 0.545
C 1.910 -0.978 0.634
N 1.102 -0.920 -0.440
C 1.683 -0.853 -1.641
C 3.048 -0.844 -1.831
C 5.953 -0.719 -2.501
C 5.993 0.552 -3.054
C 6.367 0.666 -4.387
N 6.691 -0.379 -5.145
C 6.648 -1.590 -4.599
C 6.285 -1.817 -3.276
H 3.882 -1.033 1.441
H 1.424 -1.020 1.602
H 1.020 -0.810 -2.498
H 3.450 -0.795 -2.833
H 5.755 1.427 -2.463
H 6.420 1.639 -4.861
H 6.923 -2.418 -5.242
H 6.271 -2.818 -2.865
C -2.479 7.709 1.006
C -1.582 6.910 1.975
C -0.213 7.614 2.114
C -2.256 6.857 3.346
C -1.334 5.542 1.396
C -0.767 5.460 0.056
C -0.499 4.281 -0.580
C -0.794 3.127 0.143
O -0.653 1.866 -0.199
B -1.124 1.019 0.931
O -1.525 1.952 1.922
C -1.342 3.189 1.472
C -1.615 4.374 2.103
H -2.729 8.664 1.469
H -3.409 7.177 0.803
H -1.987 7.923 0.057
H -0.367 8.596 2.562
H 0.278 7.760 1.150
H 0.457 7.044 2.760
H -2.420 7.874 3.697
H -1.634 6.351 4.087
H -3.228 6.362 3.299
H -0.545 6.382 -0.463
H -0.086 4.242 -1.578
H -2.032 4.387 3.098
C -0.523 -6.318 -0.559
C -0.110 -5.131 -1.402
N -0.301 -3.899 -0.638
C -0.519 -3.806 0.701
N -0.866 -2.633 1.200
C -1.096 -2.535 2.648
C -1.609 -3.843 3.215
C -0.591 -4.910 2.879
N -0.369 -4.928 1.435
C 0.102 -6.164 0.813
H -0.196 -7.246 -1.026
H -1.610 -6.354 -0.458
H -0.708 -5.076 -2.312
H 0.936 -5.228 -1.701
H -0.405 -3.043 -1.155
H -1.805 -1.726 2.823
H -0.166 -2.261 3.160
H -2.568 -4.092 2.753
H -1.754 -3.779 4.292
H -0.931 -5.899 3.184
H 0.349 -4.707 3.402
H -0.171 -6.991 1.464
H 1.194 -6.152 0.726
C -3.629 -3.314 -0.578
C -3.572 -1.951 -1.171
N -2.559 -1.098 -1.146
C -2.961 0.014 -1.880
C -4.216 -0.178 -2.342
N -4.584 -1.421 -1.881
H -3.132 -3.324 0.389
H -3.128 -4.032 -1.230
H -4.662 -3.634 -0.452
H -2.310 0.859 -2.026
H -4.862 0.440 -2.939
H -5.470 -1.872 -2.049
```

Lowest unoccupied orbital energy (alpha / beta)   -4.35 / -8.20 eV
Kohn-Sham gap (alpha / beta)   9.0 / 5.2 eV
E_tot   -3543.87755 hartree
HOMO energy (alpha / beta)   -13.3 / -13.4 eV
Expectation value of S²   6.0250
Multiplicity   5
Charge   +2



C31H39BCrN2O4PTe | wB97M-V/def2-TZVPD

```
80
Properties=species:S:1:pos:R:3
Cr 0.169 -0.759 0.447
O 0.405 -0.666 2.316
C 1.487 -0.749 3.043
C 1.366 -0.701 4.446
C 2.453 -0.836 5.279
C 3.733 -1.014 4.748
C 3.889 -1.037 3.384
C 2.804 -0.898 2.501
C 3.093 -0.930 1.091
N 2.204 -0.768 0.176
N 2.591 -0.831 -1.144
C 1.540 -0.876 -1.925
O 0.316 -0.864 -1.484
C 1.750 -0.945 -3.384
C 3.029 -0.988 -3.937
C 3.186 -1.081 -5.309
C 2.075 -1.132 -6.141
C 0.799 -1.086 -5.595
C 0.638 -0.994 -4.223
H 0.371 -0.553 4.848
H 2.313 -0.808 6.352
H 4.589 -1.123 5.401
H 4.877 -1.163 2.952
H 4.125 -1.093 0.780
H 3.881 -0.949 -3.271
H 4.180 -1.117 -5.735
H 2.204 -1.200 -7.213
H -0.068 -1.124 -6.242
H -0.347 -0.963 -3.777
C -4.914 -1.054 0.415
C -3.893 -0.732 -0.676
C -4.295 -1.418 -1.974
O -2.629 -1.276 -0.243
B -1.792 -0.257 0.175
O -2.373 0.974 -0.064
C -3.593 0.803 -0.813
C -4.667 1.713 -0.236
C -3.275 1.236 -2.245
H -4.960 -2.135 0.543
H -5.907 -0.689 0.150
H -4.602 -0.614 1.362
H -4.545 -2.460 -1.768
H -3.476 -1.403 -2.691
H -5.170 -0.936 -2.413
H -4.806 1.544 0.830
H -5.616 1.557 -0.753
H -4.366 2.751 -0.377
H -2.474 0.616 -2.651
H -2.925 2.268 -2.221
H -4.150 1.177 -2.892
C 1.732 2.505 1.735
Te 0.832 1.842 -0.107
C -0.283 3.681 0.098
C 0.584 4.574 0.944
C 0.422 5.955 0.943
C 1.197 6.757 1.767
C 2.147 6.180 2.597
C 2.329 4.805 2.587
C 1.556 3.997 1.761
H 2.779 2.213 1.788
H 1.199 2.027 2.559
H -1.244 3.493 0.578
H -0.463 4.109 -0.887
H -0.314 6.402 0.285
H 1.063 7.831 1.757
H 2.753 6.800 3.245
H 3.082 4.350 3.220
C -1.516 -4.120 0.225
P 0.008 -3.129 0.423
C 0.772 -3.889 1.902
C 1.046 -3.846 -0.906
H -1.267 -5.177 0.129
H -2.042 -3.776 -0.664
H -2.165 -3.966 1.087
H 0.787 -4.976 1.816
H 0.218 -3.588 2.791
H 1.793 -3.518 1.999
H 1.064 -4.931 -0.806
H 2.062 -3.455 -0.831
H 0.644 -3.570 -1.880
```

Lowest unoccupied orbital energy (alpha / beta)   0.13 / -0.17 eV
Kohn-Sham gap (alpha / beta)   7.4 / 7.2 eV
E_tot   -3293.97865 hartree
HOMO energy (alpha / beta)   -7.2 / -7.4 eV
Expectation value of S²   3.8049
Multiplicity   4



C31H39CdN12O4S2 | wB97M-V/def2-TZVPD

```
89
Properties=species:S:1:pos:R:3
Cd -1.499 -0.109 -1.318
N -1.222 2.422 -1.593
C -2.138 3.255 -0.813
C -2.251 4.729 -1.313
C -2.960 5.754 -0.398
C -2.535 5.696 1.059
N -3.092 4.499 1.659
C -2.586 3.901 2.706
N -1.516 4.400 3.342
N -3.185 2.807 3.212
C -3.534 2.512 -0.869
O -4.440 2.887 -0.088
O -3.600 1.654 -1.783
H -0.247 2.673 -1.456
H -1.517 2.439 -2.571
H -1.726 3.245 0.203
H -2.825 4.734 -2.272
H -1.196 5.077 -1.542
H -4.036 5.661 -0.511
H -2.749 6.748 -0.812
H -2.879 6.588 1.597
H -1.414 5.749 1.191
H -3.775 3.997 1.030
H -0.978 5.174 2.949
H -1.110 3.903 4.139
H -3.934 2.373 2.697
H -2.674 2.170 3.827
C 1.489 -5.700 2.643
C 0.774 -4.364 2.687
C -0.571 -4.297 3.097
C -1.241 -3.092 3.108
C -0.614 -1.927 2.628
C 0.755 -1.941 2.310
C 1.429 -3.172 2.319
S -1.653 -0.467 2.462
O -0.770 0.674 2.232
O -2.534 -0.404 3.637
N -2.416 -0.642 1.064
C -3.606 -1.255 0.885
C -4.425 -1.839 1.905
C -5.464 -2.682 1.583
C -5.716 -2.959 0.236
C -5.017 -2.173 -0.687
N -4.013 -1.347 -0.409
H 0.838 -6.481 3.070
H 2.426 -5.684 3.216
H 1.768 -5.977 1.601
H -1.078 -5.208 3.441
H -2.273 -3.016 3.458
H 1.317 -1.047 2.013
H 2.477 -3.210 2.073
H -4.202 -1.542 2.948
H -6.043 -3.114 2.374
H -6.420 -3.705 -0.114
H -5.302 -2.234 -1.737
N -2.374 -0.742 -3.360
N -1.845 -1.905 -3.991
C -1.321 -2.934 -3.294
N -0.899 -3.977 -4.036
S -1.124 -2.857 -1.600
H -3.347 -0.873 -3.037
H -2.376 0.096 -3.982
H -2.276 -2.091 -4.889
H -1.008 -3.971 -5.053
H -0.682 -4.829 -3.534
N 5.893 0.165 -0.223
C 7.225 0.001 -0.602
C 8.425 0.025 0.137
C 9.589 -0.209 -0.585
C 9.556 -0.448 -1.962
C 8.372 -0.477 -2.699
C 7.164 -0.315 -1.991
N 5.843 -0.333 -2.389
C 5.111 -0.065 -1.318
C 3.685 0.042 -1.292
C 2.905 0.605 -0.260
C 1.520 0.599 -0.366
N 0.852 0.088 -1.421
C 1.602 -0.454 -2.415
C 2.979 -0.502 -2.387
H 5.578 0.386 0.710
H 8.431 0.175 1.211
H 10.574 -0.251 -0.081
H 10.502 -0.613 -2.494
H 8.321 -0.641 -3.768
H 3.330 1.028 0.647
H 0.912 0.977 0.468
H 1.053 -0.880 -3.244
H 3.531 -0.948 -3.219
```

Lowest unoccupied orbital energy   -2.84 eV
Kohn-Sham gap   6.7 eV
E_tot   -3126.76344 hartree
HOMO energy   -9.5 eV
Charge   +1



C31H39Cl3MnN5O2P | wB97M-V/def2-TZVPD

```
82
Properties=species:S:1:pos:R:3
Mn -0.441 0.294 -1.855
Cl 6.136 -1.998 -1.135
C 4.437 -1.992 -1.511
C 3.807 -0.782 -1.738
C 2.444 -0.725 -2.023
N 1.745 0.464 -2.153
C 2.340 1.569 -2.597
O 3.458 1.706 -3.109
C 1.515 2.810 -2.354
C 2.092 4.056 -2.583
C 1.373 5.196 -2.280
C 0.094 5.055 -1.758
C -0.406 3.776 -1.583
N 0.280 2.676 -1.872
C 1.695 -1.927 -2.067
C 2.356 -3.140 -1.862
C 3.712 -3.172 -1.583
Cl 4.486 -4.710 -1.332
N 0.323 -1.790 -2.206
C -0.465 -2.815 -2.516
O -0.161 -3.959 -2.881
C -1.932 -2.507 -2.333
C -2.848 -3.543 -2.494
C -4.192 -3.301 -2.289
C -4.579 -2.018 -1.924
C -3.605 -1.046 -1.793
N -2.308 -1.274 -1.990
H 4.372 0.137 -1.691
H 3.093 4.078 -2.990
H 1.794 6.180 -2.445
H -0.510 5.913 -1.496
H -1.409 3.627 -1.201
H 1.797 -4.059 -1.914
H -2.462 -4.512 -2.775
H -4.926 -4.088 -2.406
H -5.619 -1.772 -1.750
H -3.877 -0.035 -1.516
Cl -2.325 1.639 -3.094
C -0.934 0.716 -3.770
H -0.347 1.422 -4.354
H -1.346 -0.039 -4.435
C -0.344 2.832 2.041
C 0.650 1.670 2.169
C 1.814 1.947 1.200
C 1.158 1.607 3.609
P -0.285 0.127 1.508
N -0.462 0.217 -0.013
C 0.703 -1.429 2.010
C 0.193 -2.601 1.158
C 0.677 -1.783 3.497
C 2.151 -1.162 1.577
C -2.004 0.051 2.372
C -2.553 -1.353 2.084
C -2.010 0.293 3.881
C -2.931 1.051 1.663
H 0.187 3.782 2.153
H -1.116 2.792 2.810
H -0.813 2.811 1.058
H 1.993 3.025 1.129
H 1.570 1.582 0.202
H 2.743 1.481 1.523
H 1.571 2.585 3.879
H 1.953 0.870 3.729
H 0.360 1.375 4.315
H -0.653 -3.116 1.611
H 0.992 -3.335 1.024
H -0.099 -2.246 0.168
H -0.307 -2.120 3.825
H 0.981 -0.941 4.122
H 1.381 -2.602 3.675
H 2.184 -0.825 0.539
H 2.725 -2.090 1.646
H 2.639 -0.425 2.215
H -2.039 -2.115 2.667
H -2.457 -1.588 1.022
H -3.613 -1.393 2.354
H -1.321 -0.374 4.401
H -3.016 0.101 4.269
H -1.749 1.322 4.132
H -2.633 1.143 0.617
H -2.913 2.038 2.125
H -3.963 0.689 1.695
```

Lowest unoccupied orbital energy (alpha / beta)   2.43 / 2.44 eV
Kohn-Sham gap (alpha / beta)   6.6 / 6.6 eV
E_tot   -4502.03022 hartree
HOMO energy (alpha / beta)   -4.2 / -4.2 eV
Expectation value of S²   6.0796
Multiplicity   5
Charge   -1



C31H39Ge2N7Pd | wB97M-V/def2-TZVPD

```
80
Properties=species:S:1:pos:R:3
Pd -0.512 -0.742 0.130
N 0.459 -3.264 3.472
C 0.591 -2.236 2.634
N -0.303 -2.343 1.662
C -0.965 -3.501 1.982
N -0.519 -4.072 3.073
C -2.055 -4.145 1.236
C -2.678 -5.288 1.820
N -3.648 -5.777 1.128
C -4.155 -5.376 0.005
C -3.532 -4.213 -0.511
N -2.513 -3.647 0.105
H 0.984 -3.475 4.313
H 1.316 -1.448 2.758
H -2.434 -5.653 2.815
H -4.899 -5.959 -0.533
H -3.848 -3.848 -1.482
C -2.460 -0.239 3.680
C -3.260 -0.625 2.438
Ge -2.661 0.272 0.808
C -3.659 -0.057 -0.845
C -2.930 0.433 -2.095
C -2.614 2.201 1.171
C -1.419 2.861 1.116
Ge 0.069 1.630 0.635
C 0.706 1.848 -1.224
C 1.773 2.931 -1.432
C 1.390 1.390 2.070
C 2.297 2.584 2.389
C -1.301 4.276 1.353
C -2.423 5.075 1.770
C -2.289 6.416 1.976
C -1.039 7.029 1.778
C 0.086 6.273 1.372
C -0.046 4.932 1.170
H -2.831 -0.759 4.563
H -2.534 0.830 3.886
H -1.399 -0.477 3.571
H -4.311 -0.344 2.557
H -3.253 -1.703 2.268
H -4.620 0.451 -0.733
H -3.877 -1.125 -0.902
H -2.753 1.510 -2.060
H -3.510 0.231 -2.994
H -1.955 -0.057 -2.213
H -3.541 2.721 1.403
H -0.178 2.049 -1.833
H 1.102 0.881 -1.554
H 1.386 3.929 -1.231
H 2.103 2.927 -2.471
H 2.654 2.769 -0.810
H 1.996 0.524 1.786
H 0.822 1.109 2.962
H 2.856 2.928 1.519
H 3.023 2.307 3.153
H 1.727 3.423 2.787
H -3.387 4.616 1.932
H -3.134 7.013 2.292
H -0.934 8.096 1.939
H 1.036 6.768 1.227
H 0.814 4.351 0.861
N 1.385 -1.705 -4.624
C 2.612 -2.160 -4.458
C 3.287 -2.852 -5.499
C 4.595 -3.242 -5.342
C 5.278 -2.958 -4.161
C 4.635 -2.281 -3.083
C 5.313 -1.956 -1.894
C 4.632 -1.281 -0.911
C 3.286 -0.967 -1.123
N 2.606 -1.278 -2.214
C 3.287 -1.905 -3.191
H 0.903 -1.792 -5.507
H 0.973 -1.154 -3.885
H 2.761 -3.043 -6.426
H 5.104 -3.757 -6.146
H 6.315 -3.249 -4.052
H 6.355 -2.223 -1.774
H 5.123 -0.986 0.006
H 2.739 -0.420 -0.359
```

Lowest unoccupied orbital energy (alpha / beta)   -11.09 / -14.17 eV
Kohn-Sham gap (alpha / beta)   6.9 / 5.0 eV
E_tot   -5868.13650 hartree
HOMO energy (alpha / beta)   -18.0 / -19.2 eV
Expectation value of S²   6.0821
Multiplicity   5
Charge   +4